{"formula": "C6H12O3", "method": "ωB97M-V with the def2-TZVPD basis set", "elements": ["H", "H", "H", "C", "H", "C", "H", "C", "C", "C", "H", "H", "C", "O", "H", "H", "O", "H", "H", "O", "H"], "coordinates": [[0.170, -1.867, 1.789], [-0.903, 1.185, 1.701], [0.038, 1.870, -1.214], [-1.196, 0.818, 0.659], [-1.517, -1.780, 1.308], [1.485, 0.177, 1.333], [2.357, 1.627, 0.292], [-0.511, -1.656, 0.867], [0.288, 1.041, -1.802], [0.374, -0.199, -0.945], [0.933, 0.332, 2.248], [1.163, 1.379, -2.302], [-0.351, -0.321, 0.227], [2.300, -0.672, 1.060], [-0.271, -2.397, 0.201], [-2.202, 0.490, 0.555], [1.686, 1.473, 0.947], [-0.534, 0.900, -2.435], [-1.095, 1.757, 0.017], [1.324, -1.190, -1.172], [1.931, -1.301, -0.399]], "lowdin_charge": [0.12, 0.11, 0.04, -0.06, 0.09, -0.44, 0.11, -0.04, 0.00, -0.27, 0.15, 0.08, -0.37, 0.03, 0.05, 0.07, 0.05, 0.08, 0.09, 0.02, 0.08], "molar_mass_da": 132.2, "total_charge": 0, "gap_ev": 9.450, "relative_energy_kcal_mol": 64.8, "e_tot_ha": -461.46271, "max_force_ev_per_a": 3.98, "homo_ev": -8.677, "smiles": "CC(C)=C(C)O.O=CO"}



{"formula": "C6H12O4S", "method": "ωB97M-V with the def2-TZVPD basis set", "elements": ["C", "H", "H", "H", "C", "H", "S", "C", "O", "H", "H", "O", "C", "C", "H", "H", "C", "O", "H", "H", "H", "H", "O"], "coordinates": [[-0.799, 1.122, 0.414], [2.253, 1.861, -0.221], [2.909, -0.069, -1.355], [-0.378, 2.578, -0.793], [-1.674, -0.162, 0.475], [0.765, 0.332, -1.552], [-0.921, -1.439, -0.618], [1.195, 0.038, -0.586], [1.209, -1.940, 1.152], [-3.723, -0.800, 0.429], [-3.255, 0.455, -0.792], [-0.921, 1.811, -0.855], [0.749, 0.958, 0.568], [-3.018, 0.109, 0.275], [1.348, -2.059, -0.966], [-3.168, 0.914, 1.070], [0.766, -1.406, -0.236], [1.397, 2.198, 0.502], [-1.131, 1.537, 1.453], [1.018, 0.245, 1.389], [2.107, -1.464, 1.270], [-1.556, -0.488, 1.482], [2.595, -0.064, -0.423]], "lowdin_charge": [-0.30, 0.23, 0.13, 0.08, -0.64, 0.15, 1.01, -0.39, -0.12, 0.12, 0.12, -0.01, -0.35, -0.16, 0.14, 0.12, -0.58, -0.05, 0.18, 0.15, 0.11, 0.11, -0.04], "molar_mass_da": 180.2, "total_charge": 0, "gap_ev": 9.022, "relative_energy_kcal_mol": 73.1, "e_tot_ha": -934.85094, "max_force_ev_per_a": 6.41, "homo_ev": -8.798, "smiles": "C[C@H]1S[C@H](O)[C@H](O)[C@@H](O)[C@H]1O"}



{"formula": "C6H12O4S", "method": "ωB97M-V with the def2-TZVPD basis set", "elements": ["C", "H", "H", "C", "O", "O", "H", "H", "H", "C", "H", "H", "C", "H", "S", "H", "C", "H", "O", "H", "H", "C", "O"], "coordinates": [[0.904, -1.660, -0.365], [-3.528, -1.027, 0.580], [-3.239, 0.069, -0.889], [1.390, -0.232, -0.533], [-1.033, 1.628, -0.971], [1.164, -2.128, 0.873], [1.178, 0.067, -1.539], [3.322, -0.355, -1.159], [-1.122, 1.662, 1.070], [-1.456, -0.384, 0.426], [1.417, -2.217, -1.187], [2.340, 1.928, 0.050], [0.788, 0.815, 0.447], [-3.325, 0.720, 0.754], [-0.855, -1.722, -0.719], [2.128, -1.947, 1.068], [-2.968, -0.153, 0.191], [1.086, 0.522, 1.428], [1.362, 2.091, 0.137], [-1.308, -0.775, 1.413], [-0.324, 2.363, -0.993], [-0.711, 0.975, 0.273], [2.789, -0.241, -0.352]], "lowdin_charge": [-0.69, 0.08, 0.10, -0.35, -0.05, -0.05, 0.14, 0.12, 0.17, -0.52, 0.13, 0.12, -0.27, 0.08, 0.99, 0.14, -0.12, 0.15, -0.04, 0.10, 0.13, -0.34, -0.02], "molar_mass_da": 180.2, "total_charge": 0, "gap_ev": 9.174, "relative_energy_kcal_mol": 10.4, "e_tot_ha": -934.95086, "max_force_ev_per_a": 3.13, "homo_ev": -8.851, "smiles": "C[C@H]1S[C@H](O)[C@H](O)[C@@H](O)[C@H]1O"}



{"formula": "C6H12OS3", "method": "ωB97M-V with the def2-TZVPD basis set", "elements": ["H", "H", "H", "H", "S", "O", "H", "H", "C", "S", "H", "H", "C", "C", "H", "C", "H", "C", "H", "H", "C", "S"], "coordinates": [[1.019, -1.250, -2.311], [3.033, 1.681, 2.863], [3.351, 0.478, 1.565], [-1.209, 1.770, 0.120], [-2.665, -0.381, 1.124], [-2.619, 1.214, -2.379], [-3.147, -1.621, 0.780], [-3.483, -0.427, -1.570], [0.446, 0.582, 0.644], [1.512, 1.939, 1.173], [-0.179, -0.700, -3.134], [-0.264, 1.400, -1.341], [-1.607, -0.055, -0.644], [-0.626, 0.986, -0.399], [-0.057, 0.041, 1.483], [2.503, 0.979, 2.167], [1.977, 0.201, 2.803], [-2.729, 0.312, -1.590], [-0.078, -2.560, -3.026], [1.175, -0.118, 0.245], [0.064, -1.607, -2.525], [-0.918, -1.751, -0.976]], "lowdin_charge": [0.00, 0.04, 0.06, 0.12, 0.68, 0.08, -0.14, 0.09, -0.54, 0.81, 0.06, 0.13, -0.86, -0.33, 0.06, -0.53, 0.07, -0.34, 0.03, 0.05, -0.35, 0.83], "molar_mass_da": 196.4, "total_charge": 0, "gap_ev": 8.616, "relative_energy_kcal_mol": 37.1, "e_tot_ha": -1505.54705, "max_force_ev_per_a": 4.05, "homo_ev": -8.484, "smiles": "CSCC[C@@](S)(C=O)SC"}